Record 1
A structure of composition C17H28B11Br6NO4S4Sr at a distorted geometry. Source: OMol25; level of theory: ωB97M-V/def2-TZVPD.

Summary:
energy: -499647.06769 eV
net charge: 0
energy above the lowest of the compared OMol25 structures with the same formula, charge and spin: 0.324 eV

Structure (XYZ):
```
72
C17H28B11Br6NO4S4Sr, DFT ωB97M-V/def2-TZVPD
Sr -0.151 -0.568 -0.903
C 3.182 -1.086 4.460
C 1.721 -0.746 4.746
S 0.736 -0.019 3.423
C 1.609 1.523 3.082
C 2.805 1.494 2.106
S 2.697 0.205 0.842
C 4.334 -0.525 0.844
C 4.760 -1.246 2.133
S 3.473 -2.157 3.021
H 3.585 -1.582 5.345
H 3.753 -0.169 4.320
H 1.700 -0.068 5.603
H 1.176 -1.644 5.041
H 1.937 1.959 4.028
H 0.845 2.187 2.684
H 3.733 1.325 2.653
H 2.878 2.473 1.629
H 5.073 0.246 0.616
H 4.312 -1.216 0.001
H 5.209 -0.536 2.829
H 5.546 -1.959 1.880
Br 1.306 2.707 -1.549
B -0.348 3.730 -1.420
B -0.538 5.472 -1.481
C -2.110 5.681 -2.093
B -1.177 4.464 -2.802
B -2.939 4.281 -2.563
B -3.386 5.173 -1.095
B -1.909 5.908 -0.433
B -0.800 4.643 0.057
Br 0.458 4.802 1.560
B -2.585 4.456 0.302
Br -3.374 4.450 2.091
B -3.219 3.426 -1.037
Br -4.670 2.127 -0.792
B -1.843 3.003 -2.103
Br -1.713 1.267 -2.978
B -1.625 3.123 -0.302
Br -1.297 1.528 0.792
H 0.287 6.282 -1.695
H -2.284 6.576 -2.671
H -0.746 4.588 -3.889
H -3.659 4.296 -3.493
H -4.379 5.802 -1.060
H -1.972 6.992 0.020
C -3.855 -1.974 -2.726
O -3.610 -2.358 -1.342
C -2.818 -1.601 -0.666
C -2.788 -2.106 0.743
H -4.831 -2.380 -2.976
H -3.074 -2.423 -3.339
H -3.847 -0.890 -2.788
H -3.429 -2.972 0.921
H -3.070 -1.283 1.407
H -1.756 -2.363 1.010
O -1.035 -3.949 -3.721
C -0.371 -3.892 -2.716
N -0.133 -2.710 -2.014
S 0.986 -2.953 -0.864
O 0.506 -2.453 0.436
O 2.240 -2.340 -1.263
C 1.030 -4.697 -0.950
C 1.703 -5.584 -0.136
C 1.604 -6.927 -0.481
C 0.866 -7.327 -1.595
C 0.201 -6.404 -2.392
C 0.290 -5.066 -2.049
H 2.267 -5.252 0.724
H 2.105 -7.672 0.122
H 0.810 -8.380 -1.837
H -0.377 -6.710 -3.253
```

Here are the Mulliken charges for atoms 1 to 6, given in e:
1 Sr 1.2493
2 C -0.6451
3 C -0.8800
4 S 0.0592
5 C -0.3848
6 C -0.8791

Record 2
A structure of composition C17H28BrF3N4OZr at a distorted geometry. Source: OMol25; level of theory: ωB97M-V/def2-TZVPD.

Summary:
energy: -105527.55804 eV
net charge: +4

Structure (XYZ):
```
55
C17H28BrF3N4OZr, DFT ωB97M-V/def2-TZVPD
Zr -0.143 0.030 -0.004
C -2.831 -5.131 0.273
C -2.236 -3.935 0.970
C -2.259 -3.789 2.359
C -1.700 -2.672 2.985
C -1.128 -1.746 2.163
Br -0.272 -0.196 2.877
N -1.071 -1.827 0.824
C -1.636 -2.924 0.246
H -3.091 -5.909 0.987
H -2.129 -5.552 -0.447
H -3.739 -4.846 -0.261
H -2.713 -4.560 2.973
H -1.705 -2.553 4.060
H -1.571 -2.990 -0.831
O 1.750 -0.042 0.414
C 2.816 -0.834 0.195
C 2.702 -2.018 -0.685
C 3.410 -1.527 -2.013
C 3.575 0.005 -2.235
C 4.697 0.743 -1.462
C 4.429 0.969 0.031
N 3.989 -0.399 0.485
H 1.665 -2.325 -0.830
H 3.227 -2.878 -0.266
H 2.861 -1.957 -2.849
H 4.396 -1.993 -2.036
H 2.623 0.534 -2.102
H 3.799 0.115 -3.295
H 4.877 1.716 -1.923
H 5.632 0.188 -1.571
H 3.624 1.669 0.236
H 5.306 1.260 0.600
H 4.719 -1.099 0.370
N -2.984 4.454 0.369
C -1.492 4.539 0.590
C -0.800 3.309 0.030
N -1.318 2.029 0.639
C -2.804 1.970 0.379
C -3.544 3.174 0.940
H -3.201 4.529 -0.630
H -3.445 5.259 0.808
H -1.350 4.651 1.665
H -1.127 5.441 0.100
H 0.267 3.402 0.229
H -0.923 3.227 -1.048
H -1.213 2.120 1.651
H -3.228 1.075 0.833
H -2.938 1.897 -0.701
H -3.440 3.256 2.023
H -4.605 3.126 0.699
F -1.921 -0.476 -1.563
C -0.778 -0.865 -2.245
F -1.033 -0.816 -3.441
F 0.009 1.172 -1.565
```

Here are the Mulliken charges for atoms 1 to 6, given in e:
1 Zr 1.3542
2 C -1.4135
3 C 0.1092
4 C -0.3005
5 C -0.7615
6 C 0.6628

Record 3
A structure of composition C17H28Cl4HfN4O5 at a distorted geometry. Source: OMol25; level of theory: ωB97M-V/def2-TZVPD.

Summary:
energy: -85620.95892 eV
net charge: +4

Structure (XYZ):
```
59
C17H28Cl4HfN4O5, DFT ωB97M-V/def2-TZVPD
C 7.311 1.930 -1.339
C 6.917 0.613 -2.007
N 5.447 0.433 -2.045
C 4.577 1.098 -2.884
C 3.335 0.674 -2.567
N 3.471 -0.271 -1.578
C 4.764 -0.388 -1.252
C 2.343 -0.886 -0.911
H 6.702 2.776 -1.671
H 8.321 2.242 -1.598
H 7.200 1.923 -0.256
H 7.282 -0.222 -1.410
H 7.331 0.448 -2.999
H 5.005 1.785 -3.595
H 2.331 0.946 -2.841
H 5.177 -0.877 -0.385
H 2.576 -0.990 0.145
H 1.886 -1.765 -1.363
H 1.523 -0.166 -0.993
Hf 0.543 4.589 0.333
C -1.775 1.374 0.180
C -0.766 1.546 1.302
O 0.129 2.595 1.068
H -2.503 0.583 0.348
H -1.335 1.256 -0.817
H -2.341 2.300 0.024
H -0.266 0.579 1.442
H -1.400 1.626 2.193
C -5.273 -2.028 -2.353
Cl -4.341 -2.898 -3.546
Cl -4.276 -0.764 -1.592
Cl -6.678 -1.327 -3.167
Cl -5.753 -3.196 -1.129
C -2.319 1.461 -4.811
N -2.529 -0.019 -4.874
O -3.314 -0.400 -5.709
O -2.019 -0.742 -4.031
H -3.146 1.986 -5.272
H -1.309 1.736 -5.095
H -2.397 1.646 -3.736
C -3.900 2.201 3.641
N -4.295 1.801 2.269
O -4.591 2.687 1.506
O -4.311 0.606 2.010
H -2.940 1.770 3.914
H -4.652 1.972 4.393
H -3.814 3.284 3.619
C -1.467 -4.238 4.535
C -2.289 -3.069 4.625
C -1.862 -1.847 4.224
C -0.543 -1.717 3.691
C 0.318 -2.841 3.628
C -0.131 -4.079 3.981
H -1.865 -5.194 4.857
H -3.278 -3.190 5.051
H -2.564 -1.023 4.224
H -0.115 -0.747 3.467
H 1.307 -2.672 3.228
H 0.561 -4.910 3.926
```

Here are the Mulliken charges for atoms 1 to 6, given in e:
1 C -1.0076
2 C -0.5708
3 N 0.0724
4 C -0.4626
5 C -0.5247
6 N 0.2264

Record 4
A structure of composition C17H28ClHfOP at a distorted geometry. Source: OMol25; level of theory: ωB97M-V/def2-TZVPD.

Summary:
energy: -43236.09917 eV
net charge: +2
energy above the lowest of the compared OMol25 structures with the same formula, charge and spin: 0.432 eV

Structure (XYZ):
```
49
C17H28ClHfOP, DFT ωB97M-V/def2-TZVPD
C 2.492 -1.073 -3.568
C 1.846 -0.258 -4.634
C 3.784 -0.527 -3.092
C 2.454 -2.549 -3.743
Cl 0.898 -0.701 -1.776
H 4.495 -0.696 -3.923
H 4.189 -1.024 -2.208
H 3.762 0.547 -2.898
H 2.422 -0.445 -5.555
H 1.896 0.810 -4.424
H 0.806 -0.517 -4.827
H 3.066 -2.766 -4.633
H 1.461 -2.956 -3.917
H 2.893 -3.089 -2.906
C -0.246 2.671 1.010
C 1.015 2.025 1.185
C 1.501 1.604 -0.094
H 1.594 2.017 2.114
C 0.473 1.934 -1.065
C -0.600 2.591 -0.390
H -1.489 2.986 -0.858
H -0.785 3.232 1.758
H 2.520 1.259 -0.350
H 0.552 1.810 -2.142
C -0.208 -2.345 1.402
C 0.093 -1.439 2.476
C 1.236 -0.666 2.100
H -0.392 -1.420 3.437
C 1.699 -1.131 0.824
C 0.774 -2.161 0.404
H 0.862 -2.754 -0.510
H -1.007 -3.081 1.370
H 1.790 0.013 2.756
H 2.653 -0.904 0.335
Hf -0.131 0.064 0.239
C -3.907 -1.052 2.599
P -3.074 0.549 2.260
C -4.157 1.837 1.517
C -2.619 1.193 3.860
O -1.901 0.285 1.260
H -3.123 -1.757 2.892
H -4.392 -1.441 1.682
H -4.643 -0.939 3.408
H -4.916 2.169 2.241
H -3.502 2.667 1.237
H -4.638 1.453 0.595
H -1.956 0.476 4.330
H -2.074 2.117 3.703
H -3.464 1.383 4.520
```

Here are the Mulliken charges for atoms 1 to 6, given in e:
1 C 1.1514
2 C -1.3178
3 C -1.3672
4 C -1.3454
5 Cl -0.3204
6 H 0.4419